Entry 1:
This record from the Open Molecules 2025 dataset describes 2 unconnected molecules or ions with the total composition C3H17N9. The level of theory is ωB97M-V/def2-TZVPD.

Each line ends with the Mulliken charge.
Element x y z (Å)
C 0.866 0.430 -0.229  -0.06
C -1.308 0.098 1.586  0.18
C -0.114 -1.805 0.526  -0.22
N 0.156 1.304 0.386  -0.25
N 0.824 -0.937 -0.105  0.45
N -1.303 -0.987 0.795  0.31
N 0.300 1.771 -3.444  -0.74
N -2.367 0.850 1.798  -0.29
N 0.309 -2.612 1.573  -0.54
N 0.616 2.638 0.115  -0.46
N 1.790 -1.505 -0.915  -1.09
N -2.415 -1.041 -0.105  -0.85
H 1.497 0.713 -1.015  0.56
H -0.429 0.123 2.256  0.41
H -0.482 -2.493 -0.235  0.39
H 0.237 2.728 -3.849  0.27
H -0.588 1.609 -3.841  0.24
H -3.171 0.571 1.159  0.30
H -2.576 1.403 2.569  0.26
H 0.756 -2.334 2.423  0.23
H -0.394 -3.384 1.743  0.26
H 0.287 3.334 0.965  0.42
H 0.165 3.015 -0.711  0.34
H 1.366 -1.942 -1.760  0.28
H 2.176 -2.332 -0.408  0.33
H 0.973 1.233 -3.997  0.28
H -1.994 -1.541 -0.912  0.32
H 1.628 2.734 0.171  0.40
H -3.217 -1.566 0.278  0.28

Forces on atoms 1 to 6 (eV/Å):
-1.023 -1.653 0.389
0.812 -1.686 1.936
-1.363 0.143 0.252
0.252 0.358 0.638
0.754 2.287 -0.278
-2.379 2.246 0.695

As for the electronic energy: -616.59020 Eh. The total charge is +2. The relative energy (zero: lowest compared OMol25 entry of this formula, charge and spin) comes out at 0.695 eV.

Entry 2:
This record from the Open Molecules 2025 dataset describes 5 unconnected molecules or ions with the total composition C3H17NO4. The level of theory is ωB97M-V/def2-TZVPD.

Each line ends with the Mulliken charge.
Element x y z (Å)
C 1.118 -1.356 -1.814  -1.18
C 1.420 0.082 -1.126  -0.07
N 0.249 0.904 -1.435  -0.29
C 0.109 1.286 -2.857  -0.99
H 1.842 -1.573 -2.583  0.24
H 0.056 -1.315 -2.187  0.38
H 1.145 -2.117 -1.108  0.39
H 2.328 0.532 -1.581  0.46
H 1.532 -0.157 0.019  -0.04
H 0.244 1.703 -0.841  0.15
H -0.368 0.446 -3.384  0.31
H -0.814 1.923 -3.118  0.31
H 0.941 1.818 -3.220  0.36
O -1.601 -1.424 -0.013  -0.79
H -1.013 -2.051 0.484  0.35
H -0.818 -0.927 -0.397  0.41
O -0.721 1.803 1.724  -0.69
H -0.621 2.315 2.544  0.32
H -0.079 1.157 1.655  0.38
O 1.572 -0.713 2.172  -0.64
H 1.838 -0.282 3.004  0.30
H 0.752 -1.040 2.597  0.32
O -1.847 -0.488 2.267  -0.72
H -2.085 -0.730 1.389  0.39
H -1.727 0.465 2.357  0.36

Forces on atoms 1 to 6 (eV/Å):
-0.624 2.764 -0.467
-0.428 -2.159 -0.081
-0.495 0.063 0.085
-3.614 -0.269 0.831
-0.064 -0.124 -0.444
1.282 -0.170 -0.042

As for the electronic energy: -480.13938 Eh. The relative energy (zero: lowest compared OMol25 entry of this formula, charge and spin) comes out at 1.842 eV.

Entry 3:
This record from the Open Molecules 2025 dataset describes 5 unconnected molecules or ions with the total composition C3H17NO4. The level of theory is ωB97M-V/def2-TZVPD.

Each line ends with the Mulliken charge.
Element x y z (Å)
C -1.388 -2.117 0.066  -1.32
C -1.655 -0.774 0.753  0.66
C -0.967 -0.539 2.089  -1.52
N -1.360 0.344 -0.184  -0.50
H -0.320 -2.351 0.196  0.32
H -2.056 -2.955 0.205  0.33
H -1.215 -1.849 -0.978  0.36
H -2.721 -0.731 1.003  0.30
H -1.337 -1.080 2.958  0.38
H 0.057 -0.954 2.165  0.12
H -0.811 0.536 2.163  0.56
H -0.835 1.059 0.297  0.15
H -2.206 0.706 -0.562  0.21
O 1.846 1.051 1.776  -0.68
H 1.271 0.691 1.086  0.38
H 1.596 0.411 2.452  0.32
O 1.572 -0.118 -1.683  -0.66
H 2.086 0.712 -1.715  0.40
H 0.726 0.242 -1.390  0.15
O -0.317 0.396 -3.697  -0.65
H -0.935 0.956 -3.239  0.29
H 0.262 -0.042 -3.047  0.41
O 3.164 2.153 -0.591  -0.68
H 2.425 2.704 -0.290  0.32
H 3.117 1.548 0.167  0.35

Forces on atoms 1 to 6 (eV/Å):
2.130 1.150 -0.897
-1.140 -0.334 0.257
1.850 -0.558 -0.116
1.191 -0.910 0.539
-0.296 -0.637 0.894
-0.064 0.013 0.192

As for the electronic energy: -480.17393 Eh. The relative energy (zero: lowest compared OMol25 entry of this formula, charge and spin) comes out at 0.902 eV.

Entry 4:
This record from the Open Molecules 2025 dataset describes 5 unconnected molecules or ions with the total composition C3H18NO4. The level of theory is ωB97M-V/def2-TZVPD.

Each line ends with the Mulliken charge.
Element x y z (Å)
C 0.594 2.162 1.903  -1.12
C 1.027 0.911 1.095  -0.32
N -0.003 0.851 -0.044  -0.01
C 0.550 -0.064 -1.116  -0.80
H -0.321 2.606 1.513  0.39
H 0.492 1.848 2.959  0.31
H 1.504 2.777 1.914  0.28
H 2.017 0.948 0.623  0.47
H 0.945 0.047 1.803  0.32
H -0.041 1.831 -0.346  0.39
H -0.935 0.499 0.254  0.25
H 1.609 -0.326 -0.909  0.25
H 0.415 0.315 -2.128  0.42
H 0.029 -1.031 -1.145  0.21
H 3.443 -2.493 0.846  0.32
H 3.673 -1.554 1.992  0.33
O 3.009 -2.250 1.693  -0.65
H -2.753 -0.214 1.642  0.28
H -3.106 -0.216 -0.011  0.36
O -2.475 -0.193 0.730  -0.68
H 0.157 -2.918 -1.881  0.34
H 1.030 -3.208 -3.045  0.32
O 0.473 -2.495 -2.696  -0.63
H -4.113 1.416 -1.762  0.31
H -3.709 0.068 -2.301  0.33
O -3.512 0.685 -1.582  -0.65

Forces on atoms 1 to 6 (eV/Å):
2.045 -1.010 0.920
-1.879 0.126 0.994
2.357 -0.997 -0.444
-0.131 -0.985 -0.368
0.278 0.328 0.236
-0.444 0.394 -0.526

As for the electronic energy: -480.55593 Eh. The total charge is +1. The relative energy (zero: lowest compared OMol25 entry of this formula, charge and spin) comes out at 1.846 eV.

Frontier orbital gap across the listed records, respectively: 10.15 9.37 10.58 11.83 eV.
F_max across the listed records, respectively: 4.547 3.926 2.581 2.598 eV/A.